# 1
{"formula": "C13H23BF4NPRe", "method": "ωB97M-V/def2-TZVPD", "elements": ["Re", "P", "F", "F", "F", "F", "N", "C", "C", "C", "C", "C", "C", "C", "C", "C", "C", "C", "C", "C", "B", "H", "H", "H", "H", "H", "H", "H", "H", "H", "H", "H", "H", "H", "H", "H", "H", "H", "H", "H", "H", "H", "H", "H"], "coordinates": [[-0.6123, 1.2163, 0.2839], [0.5870, 2.5817, -0.8958], [-1.1093, -0.6848, 4.0093], [-0.3679, -2.3614, 2.4927], [1.1058, -0.7610, 3.2590], [-0.8531, -0.0257, 1.7042], [1.2424, -2.9375, -1.7923], [2.0021, 1.8935, -1.8828], [1.2565, -2.2877, -3.0874], [-2.1779, 1.3462, -3.4738], [-1.2587, -2.1789, -1.0055], [-2.9014, 0.1684, -3.5691], [-0.5118, 2.7857, -2.3883], [-0.0470, -3.2398, -1.1940], [-1.2307, 1.4808, -2.4801], [1.3702, 4.0269, -0.2239], [-2.5607, -0.9065, -2.7407], [-0.9454, 0.4175, -1.5752], [-1.5184, -0.8843, -1.7981], [2.2684, -2.5118, -0.8559], [-0.1614, -1.1998, 3.1711], [3.0185, -3.3148, -0.7662], [-1.1577, 3.6886, -2.2807], [2.7257, 1.4751, -1.1678], [1.7168, -2.9455, -3.8352], [1.9223, -1.4092, -2.9951], [-3.7067, 0.1226, -4.3023], [-0.9563, 2.7200, 1.1999], [0.2423, -1.9818, -3.4177], [-2.1421, -2.8195, -1.2328], [2.4002, 2.7553, -2.4297], [1.7682, -2.3465, 0.1156], [-1.3128, -1.9709, 0.0962], [1.1134, 4.8761, -0.8691], [0.2187, -3.6123, -0.1888], [-3.1116, -1.8469, -2.8764], [-0.4385, -4.1079, -1.7487], [0.9583, 4.1115, 0.7920], [-2.2519, 2.1846, -4.1749], [0.1791, 2.9072, -3.2426], [-1.6158, 2.2463, 1.3290], [2.7365, -1.5786, -1.2090], [1.6707, 1.1011, -2.5685], [2.4453, 3.8071, -0.1785]], "gap_ev": [6.89, 6.39], "s_squared": 3.765, "lumo_ev": [-8.7, -9.6], "charge": 2, "multiplicity": 4, "homo_energy_ev": [-15.59, -16.03]}

=====

# 2
{"formula": "C11H30FN5NbO2", "method": "ωB97M-V/def2-TZVPD", "elements": ["Nb", "F", "O", "O", "N", "N", "N", "N", "N", "C", "C", "C", "C", "C", "C", "C", "C", "C", "C", "C", "H", "H", "H", "H", "H", "H", "H", "H", "H", "H", "H", "H", "H", "H", "H", "H", "H", "H", "H", "H", "H", "H", "H", "H", "H", "H", "H", "H", "H", "H"], "coordinates": [[-3.7014, 3.4630, -0.5152], [-2.4770, 4.8559, -0.4392], [3.6246, -0.0327, 1.3061], [-2.2031, -3.6037, -0.3680], [5.2858, -0.6851, -0.0487], [2.8922, 3.3785, -0.0786], [-1.5946, -3.2012, 1.7434], [1.2520, 2.4185, -1.4942], [1.2638, 1.9076, 0.8109], [-0.1538, 2.0390, -1.7543], [-2.3980, 1.8103, 0.2486], [-1.6783, -3.3037, 3.1785], [-2.3875, -3.7857, 0.8131], [3.9643, -0.5277, 0.2450], [-3.5120, -4.6769, 1.3047], [5.8662, -1.2222, -1.2531], [1.8524, 2.6497, -0.2641], [-1.9718, 0.5656, -0.5564], [2.9536, -0.9649, -0.7878], [-0.5844, 0.6547, -1.2453], [3.2022, 3.7945, -0.9578], [-0.7665, -3.7191, 3.6138], [-4.0393, -5.0300, 0.4236], [5.0719, -1.5215, -1.9319], [-4.8970, 2.0971, -0.4225], [5.9004, -0.3445, 0.6741], [-0.5936, -0.0314, -2.1046], [-3.2965, 2.9139, -2.2575], [3.0456, -2.0272, -1.0201], [-4.5822, 4.0546, 1.0397], [-0.8447, 2.8145, -1.4080], [-1.5043, 2.3852, 0.5594], [-4.2037, -4.1318, 1.9483], [6.4819, -0.4869, -1.7761], [-2.5008, -3.9615, 3.4484], [1.5078, 3.1705, -2.1235], [1.9674, -0.7625, -0.3826], [2.0074, 1.4571, 1.3415], [0.7826, 2.5344, 1.4479], [-3.1332, -5.5282, 1.8729], [-2.9222, 1.4994, 1.1659], [-0.8921, -2.5908, 1.3529], [0.1649, 0.2875, -0.5404], [-2.7266, 0.3645, -1.3241], [-5.0588, 4.1621, -1.5639], [-1.9360, -0.3479, 0.0574], [-0.2096, 2.0529, -2.8492], [3.0659, -0.4053, -1.7175], [6.4809, -2.1040, -1.0574], [-1.8648, -2.3347, 3.6460]], "gap_ev": 6.85, "lumo_ev": 2.3, "charge": -1, "multiplicity": 1, "homo_energy_ev": -4.53}

=====

# 3
{"formula": "C19H36NO5", "method": "ωB97M-V/def2-TZVPD", "elements": ["O", "O", "O", "O", "O", "N", "C", "C", "C", "C", "C", "C", "C", "C", "C", "C", "C", "C", "C", "C", "C", "C", "C", "C", "C", "H", "H", "H", "H", "H", "H", "H", "H", "H", "H", "H", "H", "H", "H", "H", "H", "H", "H", "H", "H", "H", "H", "H", "H", "H", "H", "H", "H", "H", "H", "H", "H", "H", "H", "H", "H"], "coordinates": [[4.8526, 4.7538, -2.7674], [0.2356, -2.5167, -0.6729], [1.5101, 2.2291, 1.9684], [-5.9390, -2.0154, -0.3280], [1.4871, 0.2577, 3.1159], [2.4079, -0.1399, -0.2550], [4.0381, 1.8134, 0.1314], [3.0039, 1.1626, -0.5659], [-6.9858, -1.6848, 1.7784], [-8.1445, -2.8895, -0.1797], [5.5221, 6.8996, -1.9962], [0.4512, -4.6724, -1.6477], [-3.4063, -0.5942, -0.0183], [3.3913, -1.2162, 0.0088], [-1.2667, 0.6293, 0.8127], [1.4467, 0.8610, 1.9716], [0.0197, 0.5581, -0.1449], [0.2717, -3.7171, -0.4966], [-2.5588, 0.7831, -0.1673], [-6.9282, -2.1808, 0.3576], [3.5140, -1.7230, 1.5195], [1.2643, -0.0821, 0.6897], [3.3016, 5.8004, -1.3010], [4.5836, 5.7242, -2.0865], [0.1391, -4.3090, 0.8821], [-7.1369, -2.5250, 2.4598], [0.8829, -1.1190, 1.0011], [-2.8442, -1.4090, -0.6068], [-3.4246, -0.8702, 1.0947], [2.7246, 4.8871, -1.4594], [4.4365, -0.8326, -0.2927], [-8.3470, -3.7832, 0.4146], [4.1873, 2.9301, -0.0830], [0.0162, -3.5047, 1.6108], [3.5232, 5.8936, -0.2357], [4.3875, -2.4797, 1.5689], [-1.3413, -0.2996, 1.4766], [5.8418, 7.0413, -0.9616], [1.3658, -5.2533, -1.5097], [4.7132, 1.3307, 0.9034], [-3.2278, 1.6643, 0.1620], [-1.2344, 1.6050, 1.4183], [-2.2340, 0.9636, -1.2494], [-0.1671, 0.0182, -1.1329], [2.5492, -2.2161, 1.8788], [3.8165, -0.8801, 2.2420], [-0.4125, -5.3376, -1.7171], [3.1700, -2.1177, -0.6786], [5.0266, 7.8002, -2.3655], [0.5329, -4.1064, -2.5779], [-4.4770, -0.4572, -0.4087], [-9.0058, -2.2182, -0.1585], [1.0400, -4.8737, 1.1326], [0.2709, 1.6500, -0.4264], [6.4033, 6.7072, -2.6119], [-6.0423, -1.1958, 2.0292], [2.5813, 1.7123, -1.4832], [2.7087, 6.6526, -1.6412], [-7.9605, -3.1905, -1.2131], [-7.7956, -0.9600, 1.8866], [-0.7386, -4.9579, 0.9253]], "gap_ev": 5.83, "relative_energy_kcal_mol": 88.5, "lumo_ev": 2.3, "charge": -1, "multiplicity": 1, "homo_energy_ev": -3.53}

=====

# 4
{"formula": "C38H43MnN6S", "method": "ωB97M-V/def2-TZVPD", "elements": ["Mn", "S", "N", "N", "N", "N", "N", "N", "C", "C", "C", "C", "C", "C", "C", "C", "C", "C", "C", "C", "C", "C", "C", "C", "C", "C", "C", "C", "C", "C", "C", "C", "C", "C", "C", "C", "C", "C", "C", "C", "C", "C", "C", "C", "C", "C", "H", "H", "H", "H", "H", "H", "H", "H", "H", "H", "H", "H", "H", "H", "H", "H", "H", "H", "H", "H", "H", "H", "H", "H", "H", "H", "H", "H", "H", "H", "H", "H", "H", "H", "H", "H", "H", "H", "H", "H", "H", "H", "H"], "coordinates": [[-0.0818, -0.8592, -0.9342], [-0.2442, -3.4997, -1.0605], [-1.9569, -2.5420, -2.9886], [-0.6933, -0.2994, 1.0306], [2.0087, -0.9224, -1.3792], [-1.9492, -4.7564, -2.6253], [-0.6177, 1.1675, -2.0180], [-1.5106, -1.3066, -2.6618], [1.4571, 0.8087, 1.1968], [-0.1498, 2.3771, -1.7363], [-2.5987, -0.3866, 2.6580], [0.6519, 2.1699, 4.3075], [-1.9588, -0.6644, 1.4234], [2.8846, 2.1792, -4.0955], [5.2590, -2.3401, -0.2762], [2.6872, 1.0842, 3.3439], [4.8950, -2.9896, 0.8959], [2.6261, -2.2360, 0.5480], [1.6982, 3.0831, 2.2270], [-1.5704, 3.4140, -3.3301], [-2.0561, 2.1574, -3.6422], [-4.7450, -2.7178, -0.2145], [-4.6067, -1.5757, 2.0382], [2.3935, 0.0627, -2.2833], [3.2220, 1.1466, -1.9383], [-1.4242, -3.5346, -2.2810], [-3.0157, -0.4804, -4.4258], [-0.5250, 1.9560, 2.1103], [1.8585, 0.0592, -3.5809], [0.4793, -0.0924, 3.2445], [3.4536, 2.1843, -2.8254], [-4.0210, -1.8788, 0.8078], [0.1094, 0.5642, 1.8936], [2.3784, 1.7345, 1.9940], [-2.0100, -0.3197, -3.3252], [0.3771, 2.8521, 2.9625], [2.0914, 1.1003, -4.4647], [-4.4832, -0.4724, 4.2927], [-1.5506, 1.0405, -2.9740], [-3.8845, -0.8263, 2.9536], [1.3695, 0.8344, 4.0805], [-2.7524, -1.4236, 0.5258], [3.5631, -2.9271, 1.2921], [2.9745, -1.5706, -0.6471], [-0.5878, 3.5317, -2.3627], [4.3293, -1.6477, -1.0338], [-2.1022, 0.1845, 3.4266], [3.6645, 1.1676, -0.9497], [1.6005, -2.1835, 0.8949], [-4.5675, 0.6105, 4.4131], [-4.2231, -3.6626, -0.3809], [1.6483, 1.0674, -5.4541], [-5.4799, -0.9011, 4.4032], [1.9563, -0.1512, 1.0533], [-5.6056, -1.9261, 2.2753], [1.2856, 1.2227, 0.1984], [2.3529, 3.7422, 2.8092], [-4.7925, -2.2103, -1.1806], [0.6278, 2.4294, -0.9844], [-0.6851, 2.4053, 1.1233], [-5.7637, -2.9391, 0.1082], [-0.1219, 3.8122, 3.1341], [-2.8159, 2.0380, -4.3992], [4.6447, -1.1702, -1.9523], [-2.6468, -0.0366, -5.3535], [-1.9513, 4.2880, -3.8435], [-3.2113, -1.5351, -4.5844], [-1.4118, -5.5571, -2.3443], [1.2676, 2.8215, 4.9384], [-1.5069, 1.8769, 2.5730], [4.0808, 3.0141, -2.5181], [-2.4173, -4.7944, -3.5165], [3.2455, -3.4222, 2.2030], [3.3411, 1.7321, 3.9392], [-3.9540, 0.0186, -4.1700], [1.0099, -1.0243, 3.0226], [3.0637, 2.9955, -4.7840], [-0.2920, 2.0017, 4.8375], [-2.3408, -1.6967, -0.4341], [1.2363, -0.7811, -3.8693], [-0.4015, -0.3670, 3.8230], [-3.8637, -0.8424, 5.1130], [3.3068, 1.8796, 1.4320], [5.6265, -3.5295, 1.4836], [3.2122, 0.1372, 3.1869], [6.2885, -2.3788, -0.6166], [1.5065, 3.5791, 1.2687], [1.5729, 0.3609, 5.0469], [-0.1577, 4.4862, -2.0942]], "gap_ev": [6.05, 6.09], "s_squared": 8.757, "lumo_ev": [2.3, 2.3], "charge": -1, "multiplicity": 6, "homo_energy_ev": [-3.71, -3.82]}

=====

# 5
{"formula": "C6H10", "method": "ωB97M-V/def2-TZVPD", "elements": ["C", "C", "C", "C", "C", "C", "H", "H", "H", "H", "H", "H", "H", "H", "H", "H"], "coordinates": [[-0.4929, 0.1097, 0.5439], [-0.3530, -1.1566, 0.1397], [0.5127, 1.0182, -0.1207], [0.6290, -1.3214, -1.0032], [-1.5011, 0.6621, 1.5135], [1.3072, 0.0841, -1.0730], [0.0300, 1.8487, -0.6534], [0.0996, -1.5698, -1.9481], [1.2857, -2.1937, -0.9831], [-1.0433, 1.0000, 2.4521], [-2.0091, 1.5400, 1.0904], [-0.9313, -1.9812, 0.5502], [2.3711, 0.0919, -0.8066], [1.1428, 1.5053, 0.6392], [1.2251, 0.4351, -2.1003], [-2.2725, -0.0725, 1.7595]], "gap_ev": 9.84, "smiles": "CC1=CCCC1", "relative_energy_kcal_mol": 4.1, "lumo_ev": 1.2, "multiplicity": 1, "homo_energy_ev": -8.68}